Record 1
16 unconnected molecules or ions with the total composition C62H81F6N10O22S2, computed with ωB97M-V with the def2-TZVPD basis set.

Summary:
HOMO-LUMO gap: 7.680 eV
total energy: -163527.2710 eV

```
! wB97M-V def2-TZVPD RIJCOSX def2/J DEFGRID3
* xyz -1 1
C -5.77181 21.74916 -16.29628
F -6.21172 21.05650 -17.31677
F -6.81043 22.23224 -15.52478
F -5.03616 20.92487 -15.57992
S -4.65927 23.23888 -16.87766
O -4.05614 22.67840 -18.10696
O -5.58687 24.35170 -17.18305
N -3.59297 23.43328 -15.46945
S -2.93008 24.76177 -15.76525
O -2.30173 24.77383 -17.10143
O -3.75842 25.92082 -15.42597
C -1.47830 24.82367 -14.50021
F -1.97265 24.76389 -13.24523
F -0.79525 23.69196 -14.64771
F -0.78127 25.97968 -14.60174
C -8.09455 24.28519 -13.94800
C -7.11355 25.36212 -14.38520
C -7.92419 26.55134 -15.02310
O -7.39307 27.73003 -14.44615
C -6.53359 27.43011 -13.48038
O -5.99225 28.24135 -12.73142
O -6.47744 26.09962 -13.28188
H -7.57373 23.56140 -13.32113
H -8.45010 23.75446 -14.83118
H -8.92724 24.69406 -13.37567
H -6.46185 24.90534 -15.13002
H -9.00604 26.46096 -14.92538
H -7.74287 26.58123 -16.09749
C -5.64969 20.95321 -20.82300
C -4.46356 20.13046 -20.48192
C -4.78799 19.05754 -19.36677
O -4.34929 17.86054 -19.98969
C -4.04357 17.98772 -21.21067
O -3.77786 17.07601 -22.00416
O -4.17969 19.29766 -21.59237
H -6.38388 20.24369 -21.20464
H -5.36670 21.55487 -21.68672
H -5.97930 21.64446 -20.04735
H -3.58687 20.74672 -20.28256
H -5.86168 18.95838 -19.20719
H -4.30144 19.26125 -18.41290
C -0.08705 25.38943 -19.77975
C 0.46912 23.99719 -19.54134
C 1.75653 23.76001 -20.25540
O 2.70654 24.02953 -19.23434
C 2.16514 23.95196 -18.02541
O 2.70943 23.91396 -16.91775
O 0.83562 23.84737 -18.23373
H 0.58120 26.16432 -19.40414
H -1.06416 25.60496 -19.34742
H -0.21445 25.46159 -20.85987
H -0.22580 23.20019 -19.80589
H 1.89502 24.50521 -21.03871
H 1.77984 22.78414 -20.74040
C -0.38755 29.47499 -13.83533
C -1.75098 29.51184 -14.45661
C -2.90363 29.53286 -13.46201
O -3.78905 30.60069 -13.85387
C -3.15281 31.38027 -14.77637
O -3.65464 32.34174 -15.29638
O -1.89507 30.81247 -15.04609
H 0.37792 29.48455 -14.61126
H -0.26393 28.47972 -13.40840
H -0.24346 30.15974 -12.99960
H -1.86541 28.70602 -15.18164
H -2.42830 29.73947 -12.50313
H -3.45887 28.59758 -13.39090
C 0.00163 26.23942 -10.38501
C -1.52092 25.94299 -10.33203
C -2.07749 26.09430 -8.87782
O -3.25491 26.78484 -9.09775
C -3.29556 27.24759 -10.31168
O -4.20222 27.92591 -10.77454
O -2.24790 26.89746 -10.99392
H 0.57428 25.51291 -9.80851
H 0.24758 27.17719 -9.88683
H 0.34747 26.25023 -11.41864
H -1.70931 24.93548 -10.70289
H -1.42680 26.70684 -8.25371
H -2.17993 25.11981 -8.40036
C 2.17812 27.34294 -16.10794
C 2.80140 26.88356 -14.83000
C 4.10576 27.67124 -14.46757
O 3.88066 28.08403 -13.14550
C 2.63376 27.82690 -12.71961
O 2.12236 27.98712 -11.60340
O 1.99456 27.29061 -13.74412
H 2.57963 26.71559 -16.90376
H 2.36391 28.37192 -16.41581
H 1.10477 27.19101 -15.99418
H 2.80163 25.79883 -14.93706
H 4.12699 28.53188 -15.13611
H 5.00734 27.07128 -14.59127
N -8.91775 17.78308 -15.33229
C -8.34669 19.02270 -15.35776
C -9.33682 19.93738 -15.62157
C -10.49263 19.20333 -15.85581
C -10.24445 17.86922 -15.61894
H -8.45672 16.93557 -15.03349
H -7.28358 19.18999 -15.26713
H -9.20736 20.98492 -15.85025
H -11.41440 19.67352 -16.16510
H -10.87571 16.99303 -15.60456
N -2.60860 24.36556 -22.10886
C -2.61881 23.14731 -21.49172
C -1.91091 22.26143 -22.29858
C -1.28036 22.99966 -23.33137
C -1.78405 24.30829 -23.23116
H -3.13413 25.16437 -21.78356
H -3.08295 22.91734 -20.54405
H -1.84865 21.21321 -22.04609
H -0.68174 22.56562 -24.11856
H -1.69495 25.15380 -23.89717
N -4.88544 17.06185 -14.68282
C -5.38467 15.85347 -15.17156
C -4.86577 15.53465 -16.37772
C -3.92785 16.55211 -16.64074
C -4.04651 17.56487 -15.63923
H -5.09525 17.54932 -13.82349
H -6.17918 15.44527 -14.56449
H -5.18340 14.74802 -17.04610
H -3.31765 16.53222 -17.53161
H -3.45766 18.45611 -15.48002
N -4.32906 23.30811 -12.65421
C -4.50386 24.08714 -11.56611
C -4.46911 23.33530 -10.37950
C -4.46910 22.01227 -10.79533
C -4.47493 22.01612 -12.19020
H -4.05601 23.59011 -13.58481
H -4.63258 25.15286 -11.68473
H -4.48552 23.76886 -9.39048
H -4.44726 21.16744 -10.12290
H -4.22786 21.20432 -12.85828
N -2.11787 21.10011 -15.57027
C -1.54811 20.37673 -14.52866
C -0.89507 19.25427 -15.04384
C -1.10929 19.30262 -16.38146
C -1.68279 20.48477 -16.72946
H -2.64589 21.95407 -15.46044
H -1.75397 20.67833 -13.51226
H -0.41485 18.47076 -14.47648
H -0.82493 18.53294 -17.08369
H -1.86526 20.88949 -17.71400
N -4.35737 27.56168 -22.28994
C -5.04591 26.53272 -21.76077
C -4.48562 26.11362 -20.55456
C -3.31919 26.91561 -20.43076
C -3.34036 27.85595 -21.44171
H -4.64528 28.09038 -23.10092
H -5.88965 26.08884 -22.26819
H -4.94657 25.41476 -19.87227
H -2.58203 26.85297 -19.64395
H -2.68359 28.69221 -21.63071
N 3.35421 22.43769 -13.66303
C 4.49160 22.31099 -12.88059
C 4.37378 23.21599 -11.83649
C 3.31086 24.01675 -12.15173
C 2.68523 23.53758 -13.31770
H 3.17483 21.82186 -14.44320
H 5.22304 21.52265 -12.98016
H 5.06135 23.47612 -11.04530
H 2.94032 24.86193 -11.59069
H 1.80502 23.78480 -13.89260
N -8.81389 17.72300 -18.95672
C -8.55471 18.99043 -19.40338
C -8.78125 18.95226 -20.74977
C -9.26117 17.68451 -21.14362
C -9.17940 16.92302 -20.03301
H -8.71798 17.36031 -18.01897
H -8.13786 19.72307 -18.72820
H -8.52697 19.76787 -21.41047
H -9.44424 17.37983 -22.16345
H -9.28837 15.85893 -19.88390
N -5.30496 28.60665 -18.79176
C -5.20840 28.22840 -17.48068
C -5.31665 29.35427 -16.68246
C -5.38495 30.48034 -17.59723
C -5.42835 29.96433 -18.86941
H -5.30195 27.99035 -19.59192
H -5.21833 27.19331 -17.17264
H -5.38628 29.36037 -15.60473
H -5.45751 31.53441 -17.37346
H -5.42082 30.51735 -19.79705
*
```


Record 2
A molecular structure, C62H88BrCsFIN19O10S, computed with ωB97M-V with the def2-TZVPD basis set.

Summary:
ΔE to the lowest compared entry with this formula, charge and spin: 0.0 kJ/mol
HOMO-LUMO gap: 6.935 eV
total energy: -206751.0484 eV

```
! wB97M-V def2-TZVPD RIJCOSX def2/J DEFGRID3
* xyz -1 1
Cs -0.06953 -0.35029 1.56306
C -2.59523 3.88539 -5.81572
N -2.38740 3.46575 -4.44624
C -3.55281 3.55358 -3.59087
C -1.11680 3.48977 -3.87428
N -0.90280 3.01555 -2.72070
C 0.42632 3.07298 -2.16433
C 0.55475 4.21543 -1.13842
N 0.62951 3.86888 0.27485
C 1.40524 4.86923 1.00016
C 2.90473 4.56842 1.02600
N 3.12390 3.37023 1.77994
C 4.19565 3.14533 2.42302
N 5.32222 4.00346 2.42516
C 6.14457 4.12313 3.61142
C 6.05310 4.19473 1.19919
N 4.24210 2.08808 3.31413
C 2.97604 1.41001 3.55148
C 5.35867 1.15970 3.22212
C -0.64070 3.55886 0.92662
C -0.41915 3.09225 2.37998
N -1.26028 2.00193 2.81939
C -2.38147 2.20740 3.37270
N -2.97926 3.48901 3.47811
C -3.60644 3.85450 4.72868
C -3.65891 3.99469 2.29547
N -3.02446 1.18276 4.05987
C -4.40027 0.91551 3.66790
C -2.25926 -0.03479 4.27368
N -0.16697 4.20180 -4.69815
C 0.12100 5.52431 -4.17275
C 0.99598 3.53935 -5.24354
H -3.53472 3.45124 -6.16617
H -1.79320 3.52490 -6.45322
H -2.65854 4.97750 -5.92917
H -4.39251 3.03857 -4.06128
H -3.83869 4.60456 -3.42584
H -3.35271 3.08629 -2.63263
H 1.17701 3.22833 -2.95053
H 0.64352 2.12713 -1.66395
H -0.28868 4.90425 -1.32479
H 1.47704 4.76163 -1.35458
H 1.06694 4.89756 2.03513
H 1.25244 5.87461 0.57015
H 3.43807 5.43370 1.45101
H 3.25072 4.43822 -0.00693
H 5.59409 3.77409 4.48068
H 6.41076 5.17564 3.75762
H 7.08393 3.55722 3.53578
H 5.40579 4.01327 0.34943
H 6.91363 3.51317 1.12886
H 6.43410 5.21990 1.14026
H 2.21884 2.14776 3.80315
H 3.09174 0.72772 4.39191
H 2.60436 0.82285 2.69839
H 5.50346 0.67469 4.18938
H 6.28160 1.66997 2.95026
H 5.15800 0.38775 2.47126
H -1.15393 2.77538 0.36484
H -1.29799 4.44710 0.89984
H -0.54258 3.95142 3.05193
H 0.60944 2.72698 2.44567
H -3.08424 3.37468 5.55311
H -4.67297 3.58786 4.78195
H -3.53371 4.93967 4.85211
H -3.34404 3.42754 1.42180
H -3.43950 5.05761 2.14938
H -4.75110 3.88969 2.39058
H -4.87324 0.28203 4.42099
H -4.44028 0.40218 2.69780
H -4.96789 1.84153 3.58565
H -1.24038 0.22301 4.55091
H -2.22138 -0.66315 3.37792
H -2.72437 -0.59696 5.08828
H -0.77209 5.93505 -3.70063
H 0.41582 6.18881 -4.99195
H 0.92981 5.51938 -3.42602
H 0.78723 2.49036 -5.41681
H 1.88359 3.61075 -4.59769
H 1.25023 4.00360 -6.20375
C -6.93002 -2.82768 -1.32241
C -6.55408 -1.78954 -2.38219
C -6.99972 -2.18612 -3.78533
C -6.22042 -3.40530 -4.26338
C -4.73895 -3.15568 -4.15122
C -3.85024 -3.81386 -4.97273
C -2.48468 -3.60621 -4.82597
F -1.64661 -4.29342 -5.63335
C -1.98229 -2.73865 -3.89865
C -2.86337 -2.02557 -3.07959
C -2.29742 -1.09090 -2.07487
O -1.09242 -0.85719 -2.02206
C -3.28624 -0.50824 -1.19522
C -4.59799 -0.73857 -1.39660
N -5.11057 -1.55137 -2.36861
C -4.24829 -2.24292 -3.19340
C -2.90340 0.20458 0.10698
O -3.24263 1.38350 0.26775
O -2.35469 -0.57520 0.92297
H -8.00204 -3.03195 -1.35588
H -6.67635 -2.46039 -0.32684
H -6.38475 -3.75988 -1.47877
H -7.03256 -0.84347 -2.12100
H -6.81258 -1.34737 -4.46065
H -8.07112 -2.38883 -3.77830
H -6.47858 -3.64598 -5.29542
H -6.49234 -4.27363 -3.65602
H -4.19999 -4.50464 -5.73057
H -0.92016 -2.58539 -3.77691
H -5.33748 -0.24975 -0.77088
N 3.69322 -2.76909 1.41235
C 4.78142 -2.32020 0.77927
N 5.76462 -3.22471 0.62351
C 6.84311 -2.78499 0.00301
N 7.87560 -3.66281 -0.15943
N 7.02982 -1.54308 -0.44970
C 5.98345 -0.73436 -0.28513
N 4.84708 -1.04643 0.32667
C 6.13298 0.60793 -0.92867
C 7.38657 1.01458 -1.38636
C 7.48163 2.18879 -2.11256
C 6.32898 2.91814 -2.35966
C 5.13471 2.45049 -1.82868
N 5.03629 1.33072 -1.12589
H 3.76651 -3.69948 1.78242
H 2.90194 -2.21063 1.73914
H 7.63511 -4.63337 -0.05106
H 8.54570 -3.42448 -0.86925
H 8.24693 0.39364 -1.18592
H 8.43980 2.52354 -2.49072
H 6.35288 3.83261 -2.93814
H 4.20535 2.99090 -1.97876
Br 4.47071 -2.69935 -4.23165
C 2.79749 -2.07179 -4.87379
C 2.50459 -2.27308 -6.21339
C 1.30669 -1.81027 -6.73449
C 0.41295 -1.14639 -5.91016
C 0.70818 -0.95077 -4.56985
C 1.89983 -1.41914 -4.02747
I 2.32471 -1.08243 -1.99907
H 3.21531 -2.79005 -6.84395
H 1.08038 -1.97137 -7.78080
H -0.52545 -0.77635 -6.30770
H 0.01108 -0.45215 -3.90698
O 0.87327 -0.44439 4.70503
C 1.05920 -1.49657 4.08211
O 1.59492 -1.66130 2.96454
C 0.55194 -2.76646 4.79563
C 0.50166 -2.78476 6.18029
C 0.06123 -3.92567 6.83710
C -0.38671 -5.03567 6.14721
C -0.37581 -4.97766 4.76503
C 0.11510 -3.87278 4.08073
N -0.88265 -6.12994 4.02624
O -1.04637 -7.17448 4.63339
O -1.11843 -5.99178 2.84009
N 0.05325 -3.96331 8.29888
O -0.49091 -4.90801 8.84528
O 0.59150 -3.05036 8.89515
H 0.79935 -1.91023 6.74085
H -0.74840 -5.90621 6.66838
H 0.12968 -3.84294 2.99937
C -5.01849 -3.79105 2.27622
C -3.95606 -2.93941 1.58392
C -3.01876 -3.80155 0.75167
S -1.52273 -2.91203 0.16473
O -0.66949 -2.75255 1.36340
C -0.87593 -4.43714 -0.65968
C 0.65144 -4.41397 -0.75300
C 1.30547 -5.27765 0.32355
H -5.67911 -3.16655 2.88052
H -4.54454 -4.52371 2.93387
H -5.62793 -4.33648 1.54992
H -3.36484 -2.40906 2.33132
H -4.42485 -2.18311 0.95375
H -3.51308 -4.19095 -0.14531
H -2.63019 -4.62099 1.35757
H -1.34947 -4.43985 -1.64510
H -1.21168 -5.30576 -0.08943
H 1.00308 -3.38809 -0.63190
H 0.96501 -4.76058 -1.73961
H 0.90529 -5.01055 1.30187
H 2.38595 -5.12794 0.33372
H 1.10539 -6.33750 0.14672
*
```